1.
{
  "formula": "C23H25ClN2PSeYb",
  "method": "ωB97M-V/def2-TZVPD",
  "lumo_energy_ev": [-6.2, -9.9],
  "charge": 2,
  "multiplicity": 2,
  "symbols": ["Yb", "Cl", "P", "C", "C", "C", "C", "C", "C", "C", "C", "C", "C", "C", "C", "C", "C", "C", "C", "C", "C", "H", "H", "H", "H", "H", "H", "H", "H", "H", "H", "H", "H", "H", "H", "H", "H", "H", "C", "N", "C", "C", "N", "C", "C", "Se", "H", "H", "H", "H", "H", "H", "H", "H"],
  "xyz": [[1.43898, -0.42565, 2.07328], [3.78447, -0.89363, 2.13655], [-0.09267, 0.17720, -1.17209], [-0.77350, 1.65944, -1.84889], [-1.96729, 1.68126, -2.58656], [-2.43397, 2.85522, -3.16637], [-1.74581, 4.05695, -2.95370], [-0.59599, 4.07108, -2.13156], [-0.12561, 2.87979, -1.59781], [1.50696, -0.01751, -1.99498], [2.19514, -1.22448, -1.76119], [3.46512, -1.41155, -2.28049], [4.05350, -0.39751, -3.04768], [3.35835, 0.77994, -3.32410], [2.05947, 0.95098, -2.84654], [-0.98807, -1.13589, -1.95729], [-1.63566, -2.10888, -1.17832], [-2.40133, -3.10046, -1.77748], [-2.54739, -3.10902, -3.18637], [-1.87703, -2.15071, -3.97549], [-1.09652, -1.18735, -3.35161], [1.70857, -2.00269, -1.18057], [3.95248, -2.37687, -2.13204], [5.04953, -0.56377, -3.45679], [3.79798, 1.53795, -3.97911], [1.50493, 1.80306, -3.16668], [-2.53834, 0.78975, -2.73857], [-3.31916, 2.84261, -3.82594], [-2.06257, 4.98841, -3.44543], [-0.05070, 5.01705, -1.94779], [0.76644, 2.86332, -0.98636], [-1.53300, -2.04196, -0.10237], [-2.87494, -3.86941, -1.13954], [-3.18637, -3.88201, -3.62670], [-1.99448, -2.19670, -5.07832], [-0.59487, -0.45861, -3.97263], [-3.01351, 1.30857, 1.11307], [-3.24594, 0.73920, 0.77035], [2.53566, 0.62369, 5.20994], [1.31870, -0.18173, 5.18794], [1.10945, -1.32900, 5.98653], [-0.17984, -1.71898, 5.75356], [-0.75632, -0.80616, 4.85456], [-2.15503, -0.79339, 4.45396], [0.14740, 0.18263, 4.54391], [-0.05671, 1.65768, 3.47324], [2.36234, 1.49158, 4.54605], [3.36690, 0.03804, 4.80163], [2.73733, 0.98438, 6.23175], [1.88717, -1.70412, 6.60224], [-0.72971, -2.55844, 6.15782], [-2.40794, -1.72003, 3.92334], [-2.80832, -0.67274, 5.33105], [-2.31828, 0.05951, 3.76654]],
  "forces_ev_per_a": [[-1.01, 0.40, -0.10], [0.79, -0.18, -0.02], [0.79, 0.01, -1.93], [-0.59, 0.89, 0.35], [-0.37, 0.41, -0.10], [0.02, 0.18, -0.23], [0.57, 0.14, 0.15], [-0.01, 0.27, -0.30], [0.05, 0.40, 0.07], [-0.37, 0.23, 0.39], [0.52, 0.11, 0.20], [-0.45, -0.36, -0.05], [0.20, -0.33, 0.17], [-0.56, 0.14, -0.30], [1.35, -0.20, 0.06], [-1.03, -1.37, 0.41], [0.11, 0.37, -0.38], [-0.16, -0.29, -0.47], [0.21, 0.06, 0.82], [-0.60, -0.78, 0.07], [0.05, -0.11, -0.40], [0.12, -0.06, -0.01], [0.04, 0.43, -0.03], [-0.22, 0.15, 0.10], [-0.17, -0.32, 0.25], [-0.31, 0.49, 0.05], [-0.12, -0.39, -0.05], [0.55, -0.06, 0.56], [0.03, -0.53, 0.36], [-0.46, -0.74, -0.12], [0.10, 0.23, 0.08], [-0.15, -0.19, 0.09], [0.21, 0.54, -0.62], [0.35, 0.39, 0.00], [0.22, 0.21, 0.93], [0.12, 0.10, 0.03], [0.57, 1.30, 0.79], [-0.54, -1.32, -0.80], [0.27, 0.56, -0.17], [-1.12, -0.38, 0.29], [-1.43, 1.07, -1.65], [0.57, 0.59, -0.11], [1.01, 0.33, 0.46], [-0.61, 0.25, -0.38], [0.74, -1.98, 1.42], [-0.19, 0.38, -0.84], [0.19, -0.40, 0.50], [-0.10, 0.14, 0.31], [-0.05, -0.23, -0.45], [0.35, -0.36, 0.33], [0.01, 0.21, -0.11], [0.07, 0.18, 0.25], [0.29, -0.08, -0.30], [0.15, -0.48, 0.47]],
  "mulliken_spin": [0.031, 0.002, 0.269, 0.146, 0.014, -0.001, 0.086, -0.021, 0.032, 0.125, 0.060, -0.016, 0.124, 0.002, 0.036, 0.041, 0.019, 0.006, 0.004, 0.004, 0.028, 0.005, 0.000, 0.002, 0.002, -0.003, -0.001, 0.001, 0.001, 0.000, -0.004, -0.005, 0.000, 0.000, 0.002, -0.003, 0.001, -0.001, 0.000, 0.001, 0.001, 0.001, 0.002, 0.000, -0.002, 0.010, 0.000, 0.000, 0.000, 0.000, 0.000, 0.000, 0.000, -0.001]
}


2.
{
  "formula": "C23H25FN2O3",
  "method": "ωB97M-V/def2-TZVPD",
  "e_above_lowest_ev": 0.000,
  "lumo_energy_ev": 0.6,
  "smiles": "Cc1cc(C)cc(C(=O)N[C@H]2CC23CCN(C(=O)c2cccc(O)c2F)CC3)c1",
  "multiplicity": 1,
  "symbols": ["C", "C", "C", "C", "C", "C", "C", "C", "O", "N", "C", "C", "C", "C", "C", "N", "C", "O", "C", "C", "C", "C", "C", "O", "C", "F", "C", "C", "C", "H", "H", "H", "H", "H", "H", "H", "H", "H", "H", "H", "H", "H", "H", "H", "H", "H", "H", "H", "H", "H", "H", "H", "H", "H"],
  "xyz": [[-3.37636, 1.99035, -1.00834], [-2.38854, 0.98525, -0.48014], [-2.80052, -0.29059, -0.10968], [-1.90776, -1.24051, 0.37544], [-2.38621, -2.59985, 0.80786], [-0.56621, -0.89635, 0.48165], [-0.12943, 0.36564, 0.10468], [1.33131, 0.66613, 0.25292], [2.04070, 0.06837, 1.04336], [1.82482, 1.65988, -0.54269], [3.23523, 1.90005, -0.56890], [3.73898, 3.13094, -1.26396], [3.84752, 3.01795, 0.23157], [2.95150, 3.86684, 1.10493], [2.84081, 3.24759, 2.49694], [4.17213, 3.03505, 3.05469], [4.64121, 3.91252, 3.97507], [3.99326, 4.86175, 4.38808], [6.03581, 3.69897, 4.50742], [6.93435, 4.76192, 4.45902], [8.20206, 4.62521, 4.99310], [8.58257, 3.43568, 5.60087], [7.69443, 2.37493, 5.67777], [7.98262, 1.18294, 6.26612], [6.42734, 2.52641, 5.12278], [5.57709, 1.48937, 5.20292], [5.00153, 2.14075, 2.25709], [5.19253, 2.72615, 0.85763], [-1.04109, 1.30455, -0.36693], [-3.06239, 3.00900, -0.78133], [-3.47174, 1.90735, -2.09314], [-4.36542, 1.83528, -0.57833], [-3.85136, -0.54881, -0.19285], [-1.65996, -3.37141, 0.55334], [-2.53097, -2.63014, 1.88971], [-3.33594, -2.85345, 0.33804], [0.16087, -1.60076, 0.86610], [1.28246, 1.93097, -1.34548], [3.82945, 0.99694, -0.65281], [4.63277, 3.04421, -1.86722], [2.99569, 3.82115, -1.64574], [3.37300, 4.87282, 1.19377], [1.95891, 3.96152, 0.66118], [2.28735, 3.89043, 3.17484], [2.34908, 2.27368, 2.43543], [6.61283, 5.69216, 4.01118], [8.90206, 5.44848, 4.94886], [9.57335, 3.32888, 6.02840], [8.87387, 1.21697, 6.62800], [5.96056, 1.98520, 2.74173], [4.49128, 1.17624, 2.18940], [5.75751, 2.02609, 0.23648], [5.77955, 3.64829, 0.92987], [-0.71646, 2.30876, -0.61645]],
  "forces_ev_per_a": [[0.00, 0.00, 0.00], [0.00, 0.00, 0.00], [0.00, 0.00, 0.00], [0.00, 0.00, 0.00], [0.00, 0.00, 0.00], [0.00, 0.00, 0.00], [0.00, 0.00, 0.00], [-0.01, 0.05, 0.06], [0.00, 0.00, 0.00], [0.01, -0.06, -0.06], [0.01, -0.03, -0.06], [-0.02, 0.04, 0.07], [0.00, 0.00, -0.01], [0.00, 0.00, 0.01], [0.00, 0.00, 0.00], [0.00, 0.00, 0.00], [0.01, 0.02, -0.01], [0.00, 0.00, 0.00], [-0.01, -0.02, 0.01], [0.01, 0.00, 0.00], [0.00, 0.00, 0.00], [0.00, 0.00, 0.00], [0.00, 0.00, 0.00], [0.00, 0.00, 0.00], [0.01, 0.01, 0.00], [0.00, 0.00, 0.00], [0.00, -0.01, 0.00], [0.00, 0.00, 0.00], [0.00, 0.00, 0.00], [0.00, 0.00, 0.00], [0.00, 0.00, 0.00], [0.00, 0.00, 0.00], [0.00, 0.00, 0.00], [0.00, 0.00, 0.00], [0.00, 0.00, 0.00], [0.00, 0.00, 0.00], [0.00, 0.00, 0.00], [0.00, 0.00, 0.00], [0.00, 0.00, 0.00], [0.00, 0.00, 0.00], [0.01, 0.00, -0.01], [0.00, 0.00, 0.00], [0.00, 0.00, 0.00], [0.00, 0.00, 0.00], [0.00, 0.00, 0.00], [0.00, 0.00, 0.00], [0.00, 0.00, 0.00], [0.00, 0.00, 0.00], [0.00, 0.00, 0.00], [0.00, 0.00, 0.00], [0.00, 0.00, 0.00], [0.00, 0.00, 0.00], [0.00, 0.00, 0.00], [0.00, 0.00, 0.00]],
  "mulliken_charge": [-1.542, 0.356, -0.719, 0.799, -1.447, -0.877, 0.757, 0.342, -0.635, -0.031, -0.716, -1.125, 1.389, -1.111, -0.992, 0.068, 0.431, -0.663, 0.568, -0.704, -0.884, -0.475, 0.390, -0.525, 0.736, -0.344, -0.449, -1.010, -0.588, 0.373, 0.305, 0.393, 0.384, 0.370, 0.293, 0.383, 0.513, 0.309, 0.341, 0.288, 0.287, 0.365, 0.415, 0.464, 0.388, 0.456, 0.394, 0.275, 0.308, 0.441, 0.221, 0.410, 0.234, 0.391]
}


3.
{
  "formula": "C23H25FN3O2Ta",
  "method": "ωB97M-V/def2-TZVPD",
  "e_above_lowest_ev": 0.334,
  "lumo_energy_ev": -7.2,
  "charge": 2,
  "multiplicity": 1,
  "symbols": ["Ta", "O", "C", "N", "C", "C", "C", "C", "C", "C", "N", "C", "C", "C", "C", "C", "N", "H", "H", "H", "H", "H", "H", "H", "H", "H", "H", "C", "C", "C", "C", "O", "H", "H", "H", "H", "H", "H", "H", "H", "H", "F", "C", "C", "C", "C", "C", "C", "C", "H", "H", "H", "H", "H", "H"],
  "xyz": [[0.48685, -0.31331, 0.72503], [3.12964, 1.24898, 3.50325], [2.62192, 0.84024, 2.49432], [1.25861, 0.85539, 2.21649], [0.44591, 1.40034, 3.30030], [-0.96113, 0.94490, 3.10823], [-2.00172, 1.27441, 3.96198], [-3.26868, 0.79847, 3.69051], [-3.48029, 0.00410, 2.56203], [-2.41474, -0.28343, 1.75191], [-1.16748, 0.17855, 2.02258], [3.41318, 0.16825, 1.41373], [4.78875, 0.14272, 1.41404], [5.43301, -0.57989, 0.41842], [4.67234, -1.26548, -0.51880], [3.29506, -1.19048, -0.45469], [2.66959, -0.46856, 0.49132], [0.48727, 2.49371, 3.31004], [0.83253, 1.07281, 4.26860], [-1.80761, 1.89351, 4.82719], [-4.09342, 1.04049, 4.34757], [-4.46053, -0.37911, 2.31871], [-2.52231, -0.88855, 0.86140], [5.32146, 0.66722, 2.19522], [6.51339, -0.62225, 0.38364], [5.13576, -1.85598, -1.29632], [2.67235, -1.71884, -1.16323], [-0.44988, -3.47980, 2.43902], [0.00875, -3.49956, 0.99407], [-0.97654, -4.19515, 0.07771], [1.42017, -4.02890, 0.84011], [0.04675, -2.07524, 0.54664], [-0.46062, -4.49647, 2.83165], [-1.45979, -3.07807, 2.52658], [0.23290, -2.89418, 3.05951], [-1.07817, -5.23754, 0.38024], [-0.63265, -4.17485, -0.95578], [-1.96085, -3.73122, 0.13949], [1.44586, -5.07852, 1.13319], [2.11848, -3.48695, 1.48104], [1.74687, -3.96796, -0.19827], [4.55079, 2.00342, -2.76928], [3.33244, 1.73633, -2.32800], [2.59918, 0.73972, -2.96152], [1.34811, 0.43517, -2.47079], [0.81644, 1.12862, -1.36829], [-0.51147, 0.75261, -0.79809], [1.57181, 2.16749, -0.79133], [2.83446, 2.46955, -1.26077], [3.01646, 0.23648, -3.82353], [0.75559, -0.33328, -2.95414], [-1.08806, 0.09874, -1.45528], [-1.13470, 1.58665, -0.47760], [1.15330, 2.75235, 0.01927], [3.42724, 3.27046, -0.83960]],
  "forces_ev_per_a": [[0.56, 0.57, -0.97], [-0.04, 0.20, -0.08], [0.15, -0.11, 0.06], [-0.12, -0.39, 0.27], [-0.01, 0.07, 0.00], [0.04, 0.00, -0.05], [0.00, 0.01, 0.01], [-0.01, -0.01, -0.01], [0.00, 0.02, 0.00], [0.01, 0.00, 0.04], [-0.27, -0.13, 0.18], [-0.03, 0.00, 0.10], [-0.02, 0.00, 0.01], [-0.01, -0.03, -0.02], [0.03, 0.03, 0.02], [0.00, 0.01, 0.01], [0.18, -0.29, 0.13], [0.01, 0.00, 0.00], [0.00, 0.00, 0.00], [0.01, 0.00, 0.00], [0.00, 0.00, 0.00], [0.00, 0.00, 0.00], [-0.01, -0.01, 0.01], [0.00, 0.01, 0.00], [0.00, 0.00, 0.00], [0.01, 0.00, 0.00], [-0.01, 0.00, 0.00], [0.01, -0.03, 0.02], [-0.09, 0.08, -0.08], [0.01, -0.03, 0.03], [-0.01, -0.03, 0.02], [0.30, 0.06, 0.17], [-0.01, 0.00, -0.01], [0.00, 0.02, 0.00], [0.00, 0.00, 0.00], [0.01, 0.01, 0.00], [-0.01, 0.02, -0.01], [-0.01, 0.00, -0.01], [-0.01, 0.01, 0.00], [0.01, 0.01, -0.01], [0.01, 0.00, 0.00], [0.00, 0.00, 0.00], [-0.01, -0.01, 0.00], [0.01, -0.01, 0.00], [0.05, -0.12, 0.05], [-0.22, -0.27, 0.24], [-0.63, 0.20, -0.09], [0.05, 0.00, 0.02], [0.01, 0.01, 0.01], [0.00, 0.00, 0.00], [-0.01, 0.01, 0.00], [-0.01, 0.03, -0.01], [0.08, 0.07, -0.04], [-0.02, 0.01, -0.01], [0.00, 0.00, 0.00]],
  "mulliken_charge": [-0.054, -0.596, 0.021, 0.336, -0.673, 0.548, -0.986, -0.285, -0.909, -0.200, 0.255, 0.755, -0.680, -0.560, -1.063, -0.317, 0.673, 0.404, 0.528, 0.551, 0.451, 0.463, 0.495, 0.592, 0.497, 0.515, 0.697, -1.443, 1.367, -1.602, -1.465, -0.066, 0.494, 0.320, 0.307, 0.446, 0.378, 0.372, 0.504, 0.309, 0.321, -0.331, 0.385, -0.653, -0.329, -0.082, -1.068, 0.096, -0.768, 0.510, 0.476, 0.563, 0.507, 0.457, 0.538]
}


| no. | energy (eV) |
| --- | --- |
| 1 | -145908.88508 |
| 2 | -36097.88321 |
| 3 | -37080.26235 |